(1)
Entry from the OMol25 dataset: the molecule C10H13NO2 (ωB97M-V/def2-TZVPD).

E_tot, eV: -16164.5139
HOMO level, eV: -8.69
Energy above the lowest of the compared OMol25 structures with the same formula, charge and spin, eV: 2.186
Largest force on an atom, eV/Å: 3.93
Gap between HOMO and LUMO, eV: 8.961
Molar mass, g/mol: 179.219
Structure (SMILES): CC(=O)c1ccccc1N[C@H](C)O

Cartesian coordinates (Å):
C (0.170, -3.042, 0.853)
C (-0.259, -1.823, 0.071)
O (-0.509, -1.936, -1.142)
C (-0.495, -0.586, 0.807)
C (-1.275, -0.689, 1.965)
C (-1.525, 0.464, 2.774)
C (-1.077, 1.702, 2.331)
C (-0.284, 1.859, 1.155)
C (-0.049, 0.712, 0.405)
N (0.829, 0.719, -0.666)
C (0.506, 0.716, -2.021)
C (1.775, 0.783, -2.863)
O (-0.241, 1.834, -2.479)
H (-0.471, -3.919, 0.810)
H (0.304, -2.819, 1.912)
H (1.019, -3.512, 0.460)
H (-1.508, -1.641, 2.472)
H (-2.234, 0.253, 3.644)
H (-1.344, 2.696, 2.708)
H (-0.027, 2.764, 0.701)
H (1.485, 1.537, -0.639)
H (-0.067, -0.149, -2.183)
H (1.486, 0.489, -3.840)
H (2.602, 0.002, -2.622)
H (2.226, 1.716, -2.644)
H (-1.037, 1.868, -1.968)

Force components x, y, z for each atom (eV/Å):
-0.873 0.117 1.187
-0.706 -1.695 -2.785
0.639 0.303 2.159
-1.104 1.365 1.449
1.065 1.042 1.493
-1.208 -1.093 -0.325
0.385 1.423 -1.049
-1.759 -3.228 0.966
0.016 -1.310 0.182
2.912 2.594 0.458
0.138 -0.587 -1.581
0.922 -3.017 1.490
0.464 0.613 -0.131
-0.991 0.381 -0.224
0.292 -0.025 -0.121
1.809 0.045 -0.692
-0.133 0.353 -0.941
1.303 0.944 -1.093
-0.155 -0.783 0.798
0.472 1.468 -0.059
-0.698 -0.895 0.919
-0.633 -1.205 -0.652
0.020 0.832 -1.265
-1.667 1.028 0.191
0.387 1.254 -0.732
-0.898 0.075 0.359

Per-atom Mulliken charges, elementary charge units: -1.438 0.747 -0.577 0.432 -0.573 -0.588 -0.437 -0.568 0.229 -0.205 0.197 -1.413 -0.591 0.353 0.367 0.359 0.382 0.302 0.327 0.461 0.312 0.494 0.388 0.271 0.437 0.333

---

(2)
Entry from the OMol25 dataset: the molecule C10H13NO3S (ωB97M-V/def2-TZVPD).

E_tot, eV: -29046.4580
HOMO level, eV: -10.03
Energy above the lowest of the compared OMol25 structures with the same formula, charge and spin, eV: 2.027
Largest force on an atom, eV/Å: 5.54
Gap between HOMO and LUMO, eV: 10.424
Molar mass, g/mol: 227.285
Structure (SMILES): CC(C)[C@@]1(O)NS(=O)(=O)c2ccccc21

Cartesian coordinates (Å):
C (-1.227, 1.381, -1.746)
C (-0.798, -0.095, -1.786)
C (-0.147, -0.381, -3.169)
C (0.062, -0.543, -0.555)
O (0.294, -1.910, -0.674)
N (1.650, 0.168, -0.753)
S (2.405, -0.159, 0.649)
O (2.910, -1.520, 0.778)
O (3.391, 0.863, 0.707)
C (0.911, 0.080, 1.609)
C (0.761, 0.319, 2.966)
C (-0.478, 0.308, 3.540)
C (-1.585, 0.117, 2.786)
C (-1.444, -0.062, 1.428)
C (-0.230, -0.125, 0.852)
H (-1.944, 1.600, -1.046)
H (-1.718, 1.645, -2.633)
H (-0.339, 2.136, -1.629)
H (-1.646, -0.780, -1.783)
H (-1.017, -0.496, -3.888)
H (0.321, -1.434, -3.069)
H (0.585, 0.466, -3.379)
H (1.011, -2.032, -0.057)
H (2.089, -0.285, -1.472)
H (1.666, 0.423, 3.478)
H (-0.433, 0.412, 4.712)
H (-2.562, 0.119, 3.186)
H (-2.490, -0.213, 0.944)

Force components x, y, z for each atom (eV/Å):
3.172 0.293 -0.188
0.485 0.451 0.346
0.270 -1.163 0.892
2.471 1.034 -2.795
-0.835 0.541 -0.034
-4.956 0.017 2.469
0.750 0.427 -0.845
-1.174 0.407 0.139
0.695 0.662 1.418
-0.439 -0.084 0.512
1.023 -0.493 -1.809
1.168 0.402 4.097
-0.072 0.216 -0.328
-4.227 -0.484 -0.263
1.266 -0.073 -1.566
-1.467 0.417 2.291
-0.432 0.202 -1.687
-1.439 -1.627 -0.101
-0.404 0.183 0.443
1.379 0.560 0.485
-0.295 1.836 -0.570
-0.890 -1.387 -0.266
0.671 -1.172 0.493
1.403 -1.553 -2.557
1.012 0.328 1.308
-0.714 -0.107 -2.490
-0.799 -0.012 0.565
2.378 0.178 0.039

Per-atom Mulliken charges, elementary charge units: -1.632 0.433 -1.400 0.690 -0.537 -0.585 1.179 -0.640 -0.663 0.080 -0.407 -0.493 -0.691 -0.246 -0.088 0.466 0.507 0.253 0.449 0.424 0.309 0.290 0.532 0.324 0.513 0.233 0.474 0.225

---

(3)
Entry from the OMol25 dataset: a cluster of 2 separate species, C10H13NOS2 in total (ωB97M-V/def2-TZVPD).

E_tot, eV: -35783.0166
HOMO level (alpha / beta), eV: -7.27 / -6.14
Energy above the lowest of the compared OMol25 structures with the same formula, charge and spin, eV: 5.490
Largest force on an atom, eV/Å: 4.91
Gap between HOMO and LUMO (alpha / beta), eV: 6.854 / 5.003
Molar mass, g/mol: 227.354

Cartesian coordinates (Å):
C (0.733, -2.565, 1.887)
C (-0.344, -1.801, 2.314)
C (0.731, -2.960, 0.548)
C (-1.330, -1.323, 1.450)
C (-0.210, -2.549, -0.327)
C (-1.183, -1.610, 0.081)
C (-1.681, -0.776, -0.883)
C (-0.703, 3.739, -1.405)
C (2.706, 0.129, -0.412)
C (0.169, 1.296, -0.021)
N (-2.121, -0.057, -1.766)
O (1.473, 0.190, 1.848)
S (-0.011, 2.015, -1.671)
S (1.705, 1.141, 0.769)
H (1.655, -2.612, 2.440)
H (-0.296, -1.370, 3.349)
H (1.409, -3.651, 0.147)
H (-2.208, -0.799, 1.841)
H (-0.265, -2.925, -1.353)
H (0.149, 4.381, -1.164)
H (-1.446, 3.772, -0.524)
H (-1.234, 3.982, -2.421)
H (2.462, -0.928, -0.300)
H (3.707, 0.079, 0.061)
H (2.862, 0.578, -1.372)
H (-0.576, 1.519, 0.784)
H (-1.696, 0.817, -1.984)

Force components x, y, z for each atom (eV/Å):
-0.012 0.929 -1.009
-0.304 1.092 1.331
-0.326 -0.565 0.595
-0.050 -1.032 0.860
-1.083 0.167 -0.930
0.328 -0.229 0.511
-0.835 3.084 -2.292
-1.285 -0.533 -0.462
1.163 0.151 1.555
-1.210 0.493 -1.431
-0.903 -4.227 2.333
-0.040 -0.781 1.852
-0.022 0.399 2.158
1.121 0.194 -1.804
-0.156 -0.463 0.506
-0.350 -0.713 -1.033
1.305 -0.807 -0.135
0.623 0.228 -0.293
0.360 0.309 0.310
-0.356 0.113 -0.318
1.079 -0.238 -1.558
1.067 -0.114 2.074
-0.983 0.196 -0.677
-0.284 0.657 -0.018
-0.405 -0.108 -0.679
0.411 -0.015 -0.981
1.147 1.815 -0.468

Per-atom Mulliken charges, elementary charge units: -0.414 0.077 -0.496 -0.798 -0.756 0.851 0.345 -0.724 -0.851 -0.538 -0.532 -0.552 -0.164 0.364 0.353 0.234 0.468 0.412 0.382 0.287 0.239 0.289 0.134 0.364 0.371 0.431 0.224

---

(4)
Entry from the OMol25 dataset: the molecule C10H13NS2 (ωB97M-V/def2-TZVPD).

E_tot, eV: -33735.4233
HOMO level, eV: -7.91
Energy above the lowest of the compared OMol25 structures with the same formula, charge and spin, eV: 1.769
Largest force on an atom, eV/Å: 4.86
Gap between HOMO and LUMO, eV: 8.115
Molar mass, g/mol: 211.355
Structure (SMILES): CCC#CS/N=C\[C@@H](C)C(C)=C=S

Cartesian coordinates (Å):
C (5.571, -0.538, -0.642)
C (4.735, 0.528, 0.140)
C (3.316, 0.420, -0.181)
C (2.112, 0.207, -0.104)
S (0.505, -0.050, -0.426)
N (-0.115, -0.261, 1.096)
C (-1.285, -0.623, 1.283)
C (-2.406, -0.583, 0.270)
C (-3.710, -1.130, 0.899)
C (-2.632, 0.836, -0.337)
C (-3.619, 0.888, -1.445)
C (-1.953, 1.665, 0.410)
S (-0.877, 2.383, 1.285)
H (6.741, -0.391, -0.570)
H (5.495, -0.742, -1.803)
H (5.489, -1.483, -0.187)
H (4.950, 1.566, -0.341)
H (4.993, 0.413, 1.238)
H (-1.489, -1.133, 2.257)
H (-2.039, -1.139, -0.624)
H (-3.632, -1.139, 1.999)
H (-4.530, -0.389, 0.583)
H (-4.078, -2.152, 0.590)
H (-4.631, 1.276, -1.263)
H (-3.763, -0.028, -1.869)
H (-3.147, 1.599, -2.257)

Force components x, y, z for each atom (eV/Å):
3.067 0.416 -1.943
1.085 1.137 -2.427
-1.954 -1.081 1.861
2.223 0.417 -0.476
-0.715 0.380 -1.096
2.448 -1.094 0.539
-1.790 -1.623 0.436
0.133 -0.888 -0.153
-1.564 0.438 -0.849
0.050 -0.735 1.904
1.231 4.552 -1.179
-0.098 1.252 -0.847
-0.787 0.791 -0.109
-2.190 0.365 0.182
-0.715 0.979 2.312
-0.610 -1.302 0.582
0.484 -1.446 1.502
-0.630 0.576 -1.348
-0.117 0.989 -0.452
-0.359 -0.196 0.485
-0.111 0.163 -0.441
0.902 -1.264 0.788
0.771 1.021 0.105
0.423 0.133 0.515
-0.059 -2.618 -1.143
-1.119 -1.363 1.250

Per-atom Mulliken charges, elementary charge units: -1.032 -0.268 0.496 -0.431 0.005 -0.572 -0.503 0.711 -1.250 0.730 -1.545 -0.156 -0.327 0.284 0.282 0.345 0.212 0.248 0.261 0.459 0.397 0.272 0.259 0.350 0.450 0.322

---

(5)
Entry from the OMol25 dataset: a structure of composition C10H14BBrN6Zr (ωB97M-V/def2-TZVPD).

E_tot, eV: -91485.5429
HOMO level (alpha / beta), eV: -22.32 / -22.32
Total charge: +4
Largest force on an atom, eV/Å: 9.28
Gap between HOMO and LUMO (alpha / beta), eV: 2.857 / 2.860
Molar mass, g/mol: 400.204

Cartesian coordinates (Å):
C (-2.643, 1.705, 1.023)
N (-1.437, 1.193, 0.621)
N (-1.677, 0.111, -0.201)
C (-3.006, 0.087, -0.457)
C (-3.647, 1.050, 0.309)
B (-0.630, -0.766, -0.988)
N (0.639, 0.111, -1.173)
N (1.100, 0.987, -0.230)
C (2.174, 1.679, -0.780)
C (2.285, 1.292, -2.106)
C (1.298, 0.344, -2.325)
Zr (0.516, 2.169, 1.424)
N (-0.347, -2.316, -0.557)
N (0.451, -2.746, 0.507)
C (0.389, -4.090, 0.553)
C (-0.404, -4.567, -0.524)
C (-0.828, -3.421, -1.202)
H (0.870, -4.693, 1.331)
H (-1.421, -3.350, -2.105)
H (-0.615, -5.597, -0.749)
H (-1.124, -0.941, -2.113)
H (1.026, -0.158, -3.247)
H (-3.432, -0.605, -1.169)
H (2.970, 1.711, -2.830)
H (-4.703, 1.259, 0.379)
H (2.770, 2.377, -0.193)
H (-2.727, 2.470, 1.790)
H (2.323, 1.661, 2.102)
C (2.411, 2.797, 2.292)
H (3.222, 3.184, 1.679)
H (1.464, 3.492, 2.167)
H (2.636, 2.852, 3.358)
Br (0.097, 0.719, 3.416)

Force components x, y, z for each atom (eV/Å):
1.315 -0.984 -1.145
0.301 0.967 1.822
-0.486 -0.044 -0.723
0.340 -0.256 0.315
-0.474 0.054 0.298
-0.943 1.140 -1.714
-0.312 0.173 0.202
1.286 0.610 0.927
-1.099 -1.040 -0.907
0.612 0.923 0.140
0.040 -0.246 0.431
-6.640 -6.028 -2.387
-2.643 -2.366 -3.278
0.942 -3.171 1.844
0.582 1.556 0.986
1.626 -2.236 2.564
-0.358 6.969 -0.944
0.009 0.386 -0.314
-0.094 0.035 -0.083
-0.151 -0.519 -0.274
0.455 0.012 0.937
0.065 -0.050 0.143
-0.001 -0.028 0.088
0.027 -0.189 -0.023
-0.074 -0.067 -0.156
-0.051 -0.114 -0.419
0.000 0.061 -0.240
0.249 0.827 0.340
1.328 1.119 1.095
0.179 0.379 0.175
3.183 0.895 1.333
0.340 0.206 0.106
0.444 1.025 -1.137

Per-atom Mulliken charges, elementary charge units: -0.206 0.169 -0.130 -0.057 -0.905 -0.135 0.115 -0.224 0.035 -0.967 -0.037 1.446 0.596 -0.351 -0.245 -0.134 0.069 0.479 0.502 0.471 -0.005 0.499 0.490 0.460 0.465 0.364 0.426 0.388 -0.870 0.459 0.437 0.404 -0.010

---

(6)
Entry from the OMol25 dataset: a structure of composition C10H14BCaN7O3 (ωB97M-V/def2-TZVPD).

E_tot, eV: -46281.1215
HOMO level (alpha / beta), eV: -6.10 / -6.10
Largest force on an atom, eV/Å: 3.26
Gap between HOMO and LUMO (alpha / beta), eV: 5.241 / 5.241
Molar mass, g/mol: 331.158

Cartesian coordinates (Å):
H (-1.619, 0.713, 3.344)
N (-1.422, 0.360, 1.250)
B (-1.849, -0.417, -1.201)
N (-2.277, -0.128, 0.263)
C (-3.499, -0.343, 0.783)
Ca (0.385, 1.696, 1.172)
H (-4.259, -0.676, 0.099)
C (-3.430, -0.015, 2.148)
H (-4.240, -0.052, 2.849)
C (-2.124, 0.401, 2.406)
H (-2.781, -0.760, -1.862)
C (3.716, 0.138, 0.672)
H (4.528, 0.554, 1.279)
H (3.349, 0.801, -0.158)
H (3.676, -0.939, 0.446)
N (-0.798, -1.563, -1.138)
N (-1.136, 0.828, -1.744)
N (0.279, -1.377, -0.353)
N (-0.115, 1.487, -1.070)
C (-0.739, -2.769, -1.738)
C (-1.398, 1.445, -2.904)
H (-1.529, -3.074, -2.401)
H (-2.228, 1.076, -3.502)
C (0.448, -3.414, -1.362)
C (-0.496, 2.507, -3.020)
C (1.070, -2.472, -0.492)
C (0.314, 2.495, -1.871)
H (0.788, -4.397, -1.669)
H (-0.436, 3.224, -3.805)
H (2.013, -2.561, 0.004)
H (1.161, 3.112, -1.545)
H (3.439, -0.361, 2.321)
O (1.976, 2.039, 2.888)
N (2.850, 1.179, 3.210)
O (3.895, 1.367, 3.770)
O (2.489, -0.105, 2.930)

Force components x, y, z for each atom (eV/Å):
-0.609 -0.268 -0.758
-1.547 -0.763 -0.279
1.297 -0.871 0.775
0.241 0.893 1.555
1.599 0.651 0.873
1.553 -1.265 -0.095
-0.336 -0.136 0.316
-0.719 -0.216 -0.125
-0.130 -0.106 0.135
0.051 -0.153 -1.164
-0.162 0.238 -0.097
-0.361 -0.176 0.218
0.570 -0.295 -1.049
0.303 -0.645 0.976
0.660 0.667 -0.260
0.299 -0.252 0.353
0.818 1.548 0.500
1.444 -0.780 0.000
-0.443 -0.071 -1.332
0.617 -0.448 -0.014
0.847 0.407 0.680
-0.055 -0.118 -0.065
0.439 0.270 -0.066
-0.595 1.096 0.188
0.096 0.190 -0.132
-1.981 0.381 -0.749
-1.460 -1.305 0.144
-0.065 0.319 0.080
-0.002 0.176 -0.456
0.182 0.172 0.270
-0.519 -0.212 -0.399
-2.035 0.558 -1.331
1.057 -0.231 0.016
-2.065 -1.965 1.582
-0.542 0.632 -0.969
1.552 2.077 0.681

Per-atom Mulliken charges, elementary charge units: 0.410 -0.524 0.287 0.033 -0.086 1.659 0.452 -1.133 0.378 0.114 -0.145 -1.496 0.543 0.375 0.118 0.249 -0.022 -0.305 -0.322 -0.290 -0.106 0.436 0.435 -0.911 -1.128 -0.237 -0.022 0.363 0.397 0.426 0.419 0.401 -0.815 0.970 -0.483 -0.438